The following is a quantum chemistry calculation of a structure of composition C22H42NOP3SV at a distorted geometry, from the OMol25 dataset.

XYZ file:
```
71
Properties=species:S:1:pos:R:3:lowdin_charge:R:1
V 0.135 0.134 0.375 0.13
P 1.553 -0.682 1.885 0.75
P 2.071 2.151 -0.793 0.84
P -0.799 -1.800 -0.174 0.76
H 1.805 -0.222 -1.429 0.09
C 1.145 0.581 -1.032 -0.44
C -2.047 2.036 -2.214 -0.07
H -2.551 1.759 -1.291 0.04
C 2.906 -1.719 1.204 -0.20
C 2.461 0.546 2.895 -0.21
C 0.905 -1.742 3.230 -0.20
C 1.940 3.145 -2.279 -0.14
C 1.482 3.160 0.571 -0.17
C 3.812 1.785 -0.551 -0.15
C -2.291 -1.442 -1.176 -0.19
C -1.454 -2.995 1.044 -0.21
C 0.166 -2.845 -1.327 -0.19
H 0.245 0.668 -1.705 0.04
H -0.967 2.179 -2.275 0.03
H 3.630 -1.915 2.006 0.08
H 3.414 -1.215 0.373 0.04
H 2.496 -2.670 0.841 0.05
H 3.095 0.001 3.607 0.08
H 1.748 1.170 3.450 0.04
H 3.091 1.186 2.266 0.04
H 1.695 -1.853 3.984 0.08
H 0.631 -2.728 2.840 0.05
H 0.025 -1.281 3.696 0.02
H 2.016 4.208 -2.015 0.09
H 0.988 2.973 -2.793 0.05
H 2.766 2.889 -2.956 0.08
H 1.727 4.204 0.322 0.09
H 1.982 2.900 1.514 0.05
H 0.395 3.085 0.727 0.01
H 4.293 1.751 -1.537 0.08
H 3.969 0.823 -0.047 0.04
H 4.283 2.584 0.038 0.09
H -2.876 -2.368 -1.254 0.08
H -2.009 -1.097 -2.180 0.03
H -2.900 -0.667 -0.693 0.04
H -2.281 -3.548 0.581 0.08
H -1.830 -2.470 1.933 0.03
H -0.664 -3.693 1.344 0.06
H -0.249 -3.862 -1.315 0.08
H 1.220 -2.882 -1.028 0.04
H 0.099 -2.433 -2.343 0.03
C -2.101 0.604 -4.136 -0.26
C -0.711 0.413 -4.111 -0.06
C -0.222 -0.864 -4.390 -0.11
C -1.094 -1.869 -4.823 -0.09
C -2.457 -1.604 -4.994 -0.05
C -2.963 -0.347 -4.680 0.01
O -2.760 1.620 -3.421 -0.12
H -2.591 2.861 -2.810 0.15
H -0.035 1.234 -3.858 0.09
H 0.852 -1.049 -4.308 0.11
H -0.701 -2.859 -5.065 0.12
H -3.131 -2.369 -5.380 0.13
H -4.018 -0.091 -4.770 0.14
S -1.587 1.427 1.268 0.72
C -1.623 1.028 2.972 -0.62
N -2.464 0.004 3.352 0.09
C -2.409 -0.553 4.600 0.00
C -1.561 -0.003 5.541 0.00
C -0.778 1.112 5.217 0.02
C -0.835 1.649 3.933 -0.07
H -3.078 -0.393 2.637 0.16
H -3.068 -1.400 4.777 0.16
H -1.526 -0.433 6.540 0.14
H -0.137 1.570 5.968 0.14
H -0.270 2.525 3.622 0.13
```

Summary:
- M (g mol⁻¹) = 512.52
- LUMO (spin up / spin down) (eV) = -10.168 / -9.700
- gap between HOMO and LUMO (spin up / spin down) (eV) = 5.4 / 5.9
- total charge = +3
- spin multiplicity = 3

***

The following is a quantum chemistry calculation of a structure of composition C64H30Br2F5I4LuN10OS2 at a distorted geometry, from the OMol25 dataset.

XYZ file:
```
119
Properties=species:S:1:pos:R:3:lowdin_charge:R:1
Lu 0.413 -0.004 0.042 1.62
I -0.712 -9.967 0.915 0.79
C -0.755 -7.867 0.694 -0.72
C 0.270 -7.233 0.014 -0.16
C 0.235 -5.853 -0.113 -0.05
C -0.789 -5.091 0.452 -0.18
C -1.829 -5.770 1.088 -0.03
C -1.818 -7.151 1.213 -0.15
C -0.775 -3.611 0.334 -0.08
C -0.945 -2.832 1.490 -0.28
C -1.256 -3.356 2.802 -0.03
C -1.607 -2.295 3.565 0.00
C -1.448 -1.121 2.743 -0.25
C -1.797 0.161 3.172 -0.08
C -2.700 0.225 4.365 -0.21
C -2.288 0.508 5.660 -0.02
C -3.205 0.545 6.704 -0.14
C -4.540 0.309 6.440 -0.72
I -5.943 0.375 8.024 0.77
C -4.983 0.026 5.160 -0.16
C -4.056 -0.013 4.131 -0.01
C -1.591 1.355 2.475 -0.25
N -1.152 1.463 1.191 0.02
C -1.238 2.780 0.871 -0.27
C -1.142 3.303 -0.427 -0.15
C -1.222 4.775 -0.576 -0.19
C -0.274 5.580 0.056 -0.03
C -0.304 6.960 -0.074 -0.14
C -1.297 7.539 -0.845 -0.72
I -1.367 9.642 -1.043 0.78
C -2.257 6.770 -1.476 -0.16
C -2.218 5.391 -1.332 -0.03
C -1.095 2.511 -1.582 -0.33
C -1.208 3.006 -2.931 0.00
C -1.358 1.924 -3.726 -0.01
C -1.287 0.765 -2.865 -0.28
N -1.060 1.146 -1.582 0.04
C -1.480 -0.548 -3.326 -0.08
C -1.196 -1.709 -2.602 -0.24
C -1.381 -3.045 -3.124 0.00
C -1.083 -3.897 -2.123 0.00
C -0.775 -3.082 -0.967 -0.24
N -0.803 -1.764 -1.298 0.05
C -2.202 -0.670 -4.619 -0.18
C -3.437 -0.023 -4.739 -0.02
C -4.189 -0.105 -5.900 -0.15
C -3.702 -0.855 -6.957 -0.73
I -4.847 -1.002 -8.725 0.78
C -2.486 -1.506 -6.874 -0.15
C -1.738 -1.404 -5.710 -0.03
C -1.668 3.547 2.016 0.01
C -1.915 2.656 3.004 0.01
N -0.993 -1.471 1.505 0.04
H 1.089 -7.798 -0.405 0.08
H 1.014 -5.348 -0.667 0.11
H -2.674 -5.210 1.467 0.12
H -2.636 -7.660 1.704 0.09
H -1.213 -4.388 3.104 0.10
H -1.921 -2.296 4.596 0.11
H -1.247 0.693 5.871 0.09
H -2.865 0.758 7.708 0.09
H -6.031 -0.159 4.965 0.09
H -4.386 -0.235 3.124 0.13
H 0.509 5.106 0.634 0.12
H 0.443 7.568 0.417 0.10
H -3.028 7.230 -2.078 0.09
H -2.978 4.784 -1.806 0.12
H -1.143 4.039 -3.225 0.11
H -1.455 1.902 -4.799 0.11
H -1.709 -3.296 -4.117 0.09
H -1.123 -4.973 -2.141 0.10
H -3.814 0.545 -3.899 0.13
H -5.138 0.408 -5.973 0.09
H -2.116 -2.084 -7.710 0.09
H -0.769 -1.883 -5.658 0.12
H -1.802 4.616 2.041 0.11
H -2.248 2.860 4.008 0.11
Br 5.751 -1.385 -4.397 0.67
C 4.231 -1.077 -3.277 -0.71
C 3.076 -0.524 -3.870 -0.17
C 1.994 -0.344 -3.038 -0.19
N 1.911 -0.668 -1.753 -0.06
C 3.110 -1.153 -1.096 -0.51
C 4.293 -1.436 -1.985 -0.13
C 2.765 -2.342 -0.196 -0.23
C 3.297 -3.607 -0.398 -0.06
C 3.172 -4.516 0.631 -0.68
Br 3.904 -6.252 0.439 0.76
C 2.532 -4.173 1.807 -0.09
C 1.938 -2.923 1.856 -0.12
N 2.025 -2.037 0.872 0.06
H 3.053 -0.235 -4.908 0.07
H 1.087 0.073 -3.463 0.09
H 5.184 -1.820 -1.508 0.10
H 3.831 -3.848 -1.306 0.11
H 2.501 -4.841 2.655 0.11
H 1.400 -2.609 2.743 0.12
F 6.365 6.302 -0.199 0.09
C 5.299 5.485 -0.275 -0.16
C 4.313 5.704 -1.220 -0.16
F 4.423 6.757 -2.050 0.09
C 3.229 4.858 -1.308 -0.25
F 2.297 5.139 -2.231 0.06
C 3.061 3.729 -0.481 -0.55
S 1.699 2.710 -0.678 0.72
C 4.068 3.571 0.484 -0.24
F 3.968 2.584 1.378 0.03
C 5.163 4.406 0.580 -0.15
F 6.097 4.193 1.519 0.10
O 4.974 -1.564 1.344 -0.47
S 4.524 -0.216 0.993 0.94
N 3.554 -0.086 -0.158 -0.23
N 1.453 0.527 2.096 0.07
C 1.928 0.740 3.130 -0.18
C 2.498 0.999 4.368 -0.28
C 3.901 1.006 4.513 -0.27
N 5.046 1.007 4.666 0.12
C 1.715 1.244 5.505 -0.25
N 1.100 1.424 6.469 0.11
```

Summary:
- M (g mol⁻¹) = 1956.53
- LUMO (eV) = 2.578
- ΔE to the lowest compared entry with this formula, charge and spin (eV) = 1.084
- gap between HOMO and LUMO (eV) = 5.1
- total charge = -2

***

The following is a quantum chemistry calculation of a cluster of 2 separate species, C6H12O in total at a distorted geometry, from the OMol25 dataset.

XYZ file:
```
19
Properties=species:S:1:pos:R:3:nbo_charge:R:1
C 0.173 0.394 -0.168 0.23
C 1.406 0.115 0.631 -0.69
C 0.266 0.012 -1.618 -0.70
C -0.408 1.756 0.105 -0.66
C -0.943 -1.896 0.051 0.18
C -1.512 -0.712 0.495 -0.54
O 0.010 -2.618 0.511 -0.63
H 0.517 -2.226 1.288 0.41
H -1.242 1.975 -0.559 0.22
H 2.094 -0.590 0.164 0.23
H 1.182 -0.419 1.587 0.21
H 1.984 1.011 0.858 0.24
H 1.045 -0.724 -1.818 0.22
H -0.631 -0.540 -1.948 0.26
H 0.388 0.882 -2.264 0.21
H 0.339 2.546 -0.012 0.21
H -0.769 1.823 1.138 0.22
H -1.420 -0.308 1.514 0.16
H -2.478 -0.483 0.046 0.23
```

Summary:
- M (g mol⁻¹) = 100.16
- LUMO (eV) = 0.413
- ΔE to the lowest compared entry with this formula, charge and spin (eV) = 5.237
- gap between HOMO and LUMO (eV) = 7.2
- total charge = 0

***

The following is a quantum chemistry calculation of a cluster of 2 separate species, C3H5ClO2 in total at a distorted geometry, from the OMol25 dataset.

XYZ file:
```
11
Properties=species:S:1:pos:R:3:nbo_charge:R:1
C 1.268 -1.437 0.520 0.36
C -1.249 0.261 -0.127 -0.74
C 0.045 0.293 -0.784 0.27
O 2.016 -2.333 0.331 -0.54
O 0.918 1.349 -0.553 -0.65
Cl 0.891 -0.941 2.207 -0.19
H -1.159 -0.146 0.932 0.29
H -2.139 -0.156 -0.709 0.26
H -1.417 1.372 -0.002 0.21
H 0.402 -0.351 -1.661 0.23
H 0.423 2.089 -0.153 0.48
```

Summary:
- M (g mol⁻¹) = 108.52
- LUMO (spin up / spin down) (eV) = -0.406 / -0.395
- ΔE to the lowest compared entry with this formula, charge and spin (eV) = 3.533
- gap between HOMO and LUMO (spin up / spin down) (eV) = 7.6 / 7.6
- total charge = 0

***

The following is a quantum chemistry calculation of an isolated molecule of C12H22 at a distorted geometry, from the OMol25 dataset.

XYZ file:
```
34
Properties=species:S:1:pos:R:3:nbo_charge:R:1
C -2.499 -1.599 0.327 -0.42
C -2.240 -0.479 1.291 -0.40
C -0.851 -0.794 1.930 -0.42
C 0.266 -1.157 0.903 -0.16
C 1.053 0.067 0.360 -0.27
C 0.180 1.299 0.607 -0.40
C 0.316 2.228 -0.664 -0.40
C 1.814 2.501 -1.039 -0.39
C 2.512 1.129 -1.270 -0.41
C 1.538 -0.028 -1.040 -0.40
C -0.239 -2.094 -0.298 -0.41
C -1.496 -1.508 -0.856 -0.40
H -3.507 -1.427 -0.236 0.20
H -2.724 -2.483 0.946 0.22
H -2.919 -0.228 2.147 0.21
H -2.201 0.435 0.943 0.19
H -0.963 -1.605 2.654 0.21
H -0.370 -0.038 2.490 0.21
H 1.091 -1.879 1.373 0.20
H 1.863 0.169 0.939 0.21
H 0.459 2.001 1.515 0.20
H -0.826 1.146 0.888 0.21
H 0.038 3.334 -0.420 0.21
H -0.272 1.787 -1.492 0.20
H 2.449 3.079 -0.493 0.20
H 1.586 2.993 -2.050 0.19
H 3.207 1.221 -0.402 0.19
H 3.201 1.141 -2.100 0.21
H 0.779 -0.109 -1.926 0.21
H 2.054 -1.034 -1.050 0.21
H 0.551 -2.267 -0.947 0.20
H -0.510 -3.103 -0.004 0.20
H -1.861 -2.207 -1.720 0.20
H -1.480 -0.492 -1.304 0.21
```

Summary:
- SMILES = C1CCC(C2CCCCC2)CC1
- M (g mol⁻¹) = 166.31
- LUMO (eV) = 0.996
- ΔE to the lowest compared entry with this formula, charge and spin (eV) = 1.034
- gap between HOMO and LUMO (eV) = 10.7
- total charge = 0

***

The following is a quantum chemistry calculation of a structure of composition C22H45HfN2P3S at a distorted geometry, from the OMol25 dataset.

XYZ file:
```
74
Properties=species:S:1:pos:R:3:lowdin_charge:R:1
Hf 0.406 -0.383 -0.289 1.25
P 2.116 1.289 0.567 0.69
P -1.403 -0.006 1.539 0.71
P -0.864 1.595 -1.430 0.67
H 1.064 -2.829 -5.791 0.09
C 0.968 -1.732 -5.809 -0.06
C 2.058 -1.022 -5.506 -0.11
H 2.904 -1.542 -5.026 0.05
C 3.669 0.585 1.194 -0.21
C 1.713 2.459 1.926 -0.20
C 2.812 2.448 -0.671 -0.21
C -3.015 -0.812 1.152 -0.21
C -1.279 -0.669 3.273 -0.23
C -1.985 1.671 2.039 -0.22
C -0.341 1.866 -3.171 -0.23
C -0.754 3.330 -0.815 -0.21
C -2.674 1.407 -1.628 -0.23
H 0.054 -1.347 -6.278 0.09
H 2.221 -0.014 -5.898 0.09
H 3.932 -0.307 0.623 0.07
H 3.599 0.319 2.248 0.05
H 4.451 1.334 1.069 0.08
H 1.374 1.922 2.823 0.05
H 0.935 3.171 1.621 0.05
H 2.630 3.013 2.170 0.10
H 3.028 1.910 -1.602 0.06
H 3.749 2.829 -0.244 0.08
H 2.140 3.287 -0.879 0.04
H -3.690 -0.723 2.017 0.09
H -2.830 -1.875 0.949 0.07
H -3.475 -0.351 0.271 0.03
H -2.251 -0.514 3.778 0.09
H -0.495 -0.143 3.843 0.05
H -1.054 -1.747 3.254 0.07
H -2.623 1.585 2.930 0.09
H -2.564 2.150 1.244 0.04
H -1.128 2.306 2.293 0.04
H -1.070 2.553 -3.632 0.09
H -0.302 0.916 -3.724 0.02
H 0.662 2.318 -3.193 0.06
H -1.391 3.962 -1.451 0.10
H 0.276 3.700 -0.869 0.03
H -1.103 3.408 0.221 0.03
H -2.980 1.924 -2.546 0.08
H -3.218 1.831 -0.776 0.06
H -2.927 0.344 -1.720 0.04
C 0.541 -2.466 -2.995 -0.67
C -0.682 -2.145 -3.602 -0.14
C -1.484 -3.194 -4.044 -0.03
C -1.143 -4.540 -3.828 0.01
C 0.110 -4.844 -3.279 -0.01
C 0.986 -3.802 -2.953 -0.13
S 1.713 -1.206 -2.634 0.79
H 2.759 -1.498 -3.422 -0.05
H -0.933 -1.099 -3.830 0.10
H -2.371 -2.938 -4.623 0.14
H -1.823 -5.343 -4.154 0.15
H 0.432 -5.893 -3.229 0.14
H 2.050 -3.989 -2.811 0.13
C 1.948 -5.604 0.448 0.04
C 1.755 -4.231 0.941 -0.22
C 2.123 -3.629 2.130 0.09
C 1.711 -2.313 2.102 -0.29
N 1.109 -2.091 0.887 -0.14
N 1.125 -3.290 0.241 0.05
C 1.856 -1.332 3.178 -0.03
H 2.358 -6.196 1.273 0.12
H 1.009 -6.071 0.131 0.11
H 2.661 -5.645 -0.386 0.11
H 2.624 -4.112 2.943 0.15
H 0.729 -3.415 -0.680 0.11
H 2.891 -1.303 3.533 0.12
H 1.578 -0.320 2.886 0.03
H 1.241 -1.619 4.038 0.11
```

Summary:
- M (g mol⁻¹) = 641.10
- LUMO (eV) = -14.368
- ΔE to the lowest compared entry with this formula, charge and spin (eV) = 0.052
- gap between HOMO and LUMO (eV) = 5.2
- total charge = +4

***

Question: Which value of M does entry 2 give?
Answer: 1956.53 g mol⁻¹

***

Question: total charge of number 6 (C22H45HfN2P3S)?
Answer: +4